{"formula": "C3H5NO2", "method": "ωB97M-V/def2-TZVPD", "lumo_energy_ev": 0.9, "homo_energy_ev": -9.378, "multiplicity": 1, "orbital_gap_ev": 10.25, "largest_force_ev_per_a": 5.5, "species": ["O", "C", "O", "C", "C", "N", "H", "H", "H", "H", "H"], "coordinates": [[-0.16873, -0.91499, 2.37663], [0.19783, -0.23827, 1.49439], [1.28499, 0.53274, 1.36988], [-0.74805, -0.01546, 0.00669], [0.06990, -0.66081, -1.11601], [0.05459, 0.77785, -0.89609], [1.01725, 1.32460, 0.91488], [-1.79045, 0.06930, 0.16951], [1.03155, -1.17765, -0.74910], [-0.53474, -1.09537, -2.04724], [-0.41413, 1.39807, -1.52354]], "forces_ev_per_a": [[0.4, -1.0, 1.1], [-2.7, 2.2, -4.2], [0.6, -1.1, 2.1], [4.1, -1.0, 2.1], [-1.3, -0.9, -0.7], [0.3, 0.1, 0.7], [0.0, 0.4, -1.1], [-0.9, -0.2, -0.4], [-1.6, 0.8, -1.1], [1.6, 0.9, 2.2], [-0.5, -0.2, -0.6]], "nbo_charge": [-0.55, 0.80, -0.69, -0.21, -0.26, -0.65, 0.51, 0.22, 0.22, 0.21, 0.38]}

=====

{"formula": "C3H4O3Rb", "method": "ωB97M-V/def2-TZVPD", "lumo_energy_ev": [-0.8, -0.9], "homo_energy_ev": [-6.800, -6.776], "multiplicity": 2, "orbital_gap_ev": [6.03, 5.84], "largest_force_ev_per_a": 1.8, "species": ["C", "C", "O", "C", "O", "Rb", "H", "H", "H", "O", "H"], "coordinates": [[1.33496, -0.92344, -0.65028], [1.23259, 0.39903, -0.64340], [0.12057, 1.14485, -0.87025], [0.06234, 2.39796, -0.42981], [-0.44260, 2.26159, 0.77592], [-1.47623, -0.09096, 1.94581], [2.33129, -1.35050, -0.77001], [0.68182, -1.79478, -0.55213], [-0.68732, 3.11755, 1.15164], [-1.79636, -2.17811, 0.15853], [-1.36106, -2.98319, -0.11602]], "forces_ev_per_a": [[1.3, -0.1, -0.1], [-0.7, -1.6, -0.5], [0.8, -0.8, -0.5], [-0.2, 0.8, 0.1], [-0.6, 0.3, 0.9], [-0.2, -1.2, -0.6], [0.3, 0.6, 0.1], [-1.2, 1.0, 0.1], [0.4, 0.3, -0.2], [0.3, 1.0, 0.8], [0.0, -0.3, -0.1]], "lowdin_charge": [0.02, -0.09, -0.07, -0.09, -0.07, 0.96, 0.06, 0.05, 0.11, -0.70, -0.18]}

=====

{"formula": "C16H58N12O13", "method": "ωB97M-V/def2-TZVPD", "lumo_energy_ev": -0.4, "homo_energy_ev": -8.884, "multiplicity": 1, "orbital_gap_ev": 8.49, "largest_force_ev_per_a": 9.4, "species": ["C", "C", "O", "H", "H", "H", "H", "H", "H", "C", "C", "O", "H", "H", "H", "H", "H", "H", "C", "C", "O", "H", "H", "H", "H", "H", "H", "C", "O", "N", "N", "H", "H", "H", "H", "C", "O", "N", "N", "H", "H", "H", "H", "C", "O", "N", "N", "H", "H", "H", "H", "C", "O", "N", "N", "H", "H", "H", "H", "C", "O", "N", "N", "H", "H", "H", "H", "C", "O", "N", "N", "H", "H", "H", "H", "C", "O", "H", "H", "H", "H", "C", "O", "H", "H", "H", "H", "C", "O", "H", "H", "H", "H", "C", "O", "H", "H", "H", "H"], "coordinates": [[-1.59078, 23.33696, 11.14823], [-0.09945, 22.98870, 10.96310], [0.06435, 21.96067, 9.97762], [-2.17564, 23.25428, 10.22402], [-1.58848, 24.39893, 11.43723], [-2.15514, 22.76973, 11.86304], [0.31463, 22.65107, 11.90078], [0.44732, 23.85385, 10.63885], [0.97579, 21.68246, 9.94854], [2.34544, 24.90207, 9.44307], [2.68040, 26.22888, 8.86710], [1.40319, 26.81838, 8.95129], [1.93890, 25.05213, 10.43036], [3.24979, 24.25181, 9.60155], [1.67512, 24.34547, 8.78190], [3.09199, 26.06195, 7.91981], [3.33795, 26.77223, 9.51815], [0.60859, 26.22155, 8.76612], [4.35583, 26.24884, 12.84530], [5.42275, 25.84095, 13.88793], [5.91966, 27.02043, 14.41974], [3.85586, 25.36126, 12.35406], [4.78073, 26.78363, 12.03171], [3.55214, 26.81311, 13.24578], [6.31407, 25.37591, 13.42429], [5.13609, 25.24732, 14.71015], [6.69866, 26.79859, 14.93494], [-1.43724, 27.24313, 8.07801], [-1.37574, 27.25755, 6.65211], [-1.40849, 28.29762, 8.82274], [-1.40799, 26.06952, 8.78465], [-1.15387, 29.25334, 8.37327], [-1.22276, 28.23777, 9.86212], [-1.49918, 25.23431, 8.22997], [-1.49453, 26.05234, 9.75487], [2.09692, 29.83868, 10.65827], [2.41374, 31.15111, 10.71448], [1.30040, 29.44797, 9.73918], [2.38245, 28.92338, 11.50309], [0.96823, 30.27057, 9.16873], [1.33227, 28.47500, 9.31375], [2.81100, 29.23095, 12.37727], [2.06054, 27.92157, 11.45969], [-0.61692, 27.24189, 11.88685], [0.50274, 26.46694, 11.84566], [-1.80391, 26.78393, 12.33020], [-0.72495, 28.38546, 11.30884], [-1.64469, 25.88583, 12.89167], [-2.51417, 27.38735, 12.71381], [-1.51173, 29.02910, 11.57267], [0.13594, 28.91324, 10.95379], [5.80516, 25.37439, 9.18410], [5.64426, 24.64462, 10.31370], [6.19517, 26.59512, 9.04761], [5.56560, 24.77180, 8.05493], [6.22707, 27.07741, 9.95311], [6.35317, 27.02049, 8.18831], [5.00371, 23.92931, 8.05089], [5.52464, 25.20053, 7.12539], [3.28116, 21.60214, 8.87374], [3.84213, 22.55546, 8.08855], [3.10921, 20.39611, 8.45225], [2.82140, 21.75924, 10.11934], [3.23687, 20.35103, 7.39424], [2.75446, 19.56365, 8.97223], [2.84366, 22.73533, 10.45964], [2.38471, 21.13454, 10.70307], [5.79108, 24.83001, 4.68182], [4.97450, 24.06233, 3.80663], [7.07525, 24.71597, 4.78708], [5.23832, 25.66875, 5.50561], [7.47248, 23.93187, 4.30622], [7.58541, 25.16382, 5.58399], [4.21177, 25.69730, 5.53266], [5.79085, 26.46202, 5.89624], [1.59585, 24.15588, 13.86745], [0.69496, 23.23480, 14.34878], [2.50536, 24.04416, 14.43426], [1.13963, 25.09713, 14.08548], [1.81764, 24.05083, 12.81988], [-0.21799, 23.49427, 14.11709], [0.92421, 26.16022, 4.78543], [2.30217, 25.86901, 4.63632], [0.20537, 25.46018, 4.25302], [0.60732, 27.17192, 4.65318], [0.57989, 25.93914, 5.81115], [2.41518, 24.97840, 4.84442], [2.63607, 28.77994, 6.77705], [1.24957, 28.71495, 6.47489], [3.08124, 27.88653, 6.41248], [2.85830, 28.81978, 7.82321], [3.02610, 29.71927, 6.33344], [0.89497, 27.89522, 6.75536], [5.70176, 30.26372, 11.44869], [5.29825, 29.14793, 10.76806], [5.69829, 29.96629, 12.48906], [5.04159, 31.11671, 11.26396], [6.66476, 30.53259, 11.13497], [4.41607, 29.02750, 11.14046]], "forces_ev_per_a": [[0.7, 0.9, -0.7], [-0.8, -1.0, -0.5], [-1.4, 0.0, 0.1], [0.4, 0.1, -0.1], [-0.3, -0.3, 0.0], [0.1, -0.5, 0.6], [0.1, -0.1, 0.5], [0.0, 0.5, 0.0], [0.1, 0.3, -0.2], [2.4, -2.3, 0.9], [-1.7, -1.7, 1.9], [-1.8, 1.7, -1.4], [-0.5, 0.1, 0.2], [-0.6, 0.8, -0.5], [-0.1, 0.1, 0.1], [0.4, 0.5, -1.8], [0.5, 0.5, 0.1], [1.7, 0.7, 0.3], [-0.2, -2.8, 0.0], [0.7, 0.3, -2.2], [0.5, 2.0, 0.9], [0.8, 0.7, 0.6], [0.7, 0.5, -0.5], [-0.6, 0.7, 0.9], [-0.9, -0.5, -0.4], [-1.2, -1.2, 0.6], [0.0, 0.2, 0.1], [0.6, -1.5, -7.6], [-0.4, -0.3, 7.7], [0.5, 4.7, 0.2], [0.3, -0.2, -2.7], [-0.8, -2.7, 0.7], [-0.4, -0.2, -2.0], [-0.2, -0.1, 0.2], [-0.3, -0.2, 1.6], [2.0, 8.9, 0.2], [-0.9, -5.5, 0.6], [-3.7, -0.1, -5.4], [2.2, -3.5, 4.5], [0.8, -1.6, 0.4], [-0.2, 1.0, 0.4], [-0.1, -0.3, -0.4], [0.1, 1.4, 0.0], [4.6, -5.4, 0.6], [-5.2, 3.6, 0.4], [0.3, -3.7, 2.4], [0.8, 5.6, 0.0], [-0.7, 1.9, -1.1], [0.1, 0.2, -0.1], [1.1, -1.1, -0.2], [-1.2, -0.8, 0.3], [-1.4, -6.1, 4.2], [0.7, 4.0, -3.7], [0.9, 2.7, 4.1], [-0.8, -1.8, -2.9], [0.3, 0.5, -1.0], [0.1, 0.9, -1.1], [0.3, -0.4, 0.6], [0.2, -0.1, 1.2], [2.3, 4.7, -2.2], [-2.9, -4.4, 3.6], [-0.1, -3.9, -4.3], [1.5, 5.0, 0.4], [-0.1, -0.5, 2.2], [0.5, 1.5, -0.7], [0.2, -1.1, -0.1], [-0.6, -2.1, 1.1], [-5.6, -5.0, -5.6], [4.5, 3.8, 4.6], [3.3, 0.0, 0.6], [-1.8, 3.2, 1.6], [0.4, 0.0, -0.1], [-0.7, -1.0, -1.3], [0.7, 0.6, -0.4], [-1.0, -0.9, -0.8], [0.2, 0.8, 0.4], [-1.9, -1.9, 0.4], [0.4, 0.0, 0.2], [0.5, 1.3, -0.3], [0.0, 0.1, -0.6], [0.9, -0.2, 0.1], [-2.0, -2.2, 1.2], [-0.4, 2.7, -0.6], [1.2, 0.8, -0.3], [0.6, 0.6, -0.6], [0.4, 0.2, 0.1], [0.3, -2.5, 0.2], [-0.7, 0.9, -0.6], [0.7, 2.0, 0.0], [0.9, -0.6, -0.7], [0.0, 0.2, 0.9], [-0.1, -0.8, 0.0], [-0.7, -1.4, 0.4], [-0.4, 1.1, 1.1], [-1.1, -1.6, -1.3], [0.3, 0.7, 0.7], [-0.1, 0.0, 0.2], [1.5, 0.3, -0.3], [0.0, -0.7, -0.7]], "lowdin_charge": [-0.05, -0.29, -0.08, 0.08, 0.03, 0.07, 0.09, 0.06, 0.00, -0.10, -0.26, -0.15, 0.05, 0.06, 0.10, 0.09, 0.11, 0.09, -0.07, -0.31, -0.09, 0.08, 0.03, 0.05, 0.12, 0.09, 0.08, -0.54, -0.14, 0.16, 0.17, 0.17, 0.03, 0.12, 0.05, -0.70, -0.08, 0.11, 0.18, 0.17, 0.09, 0.14, 0.12, -0.60, -0.08, 0.15, 0.12, 0.14, 0.11, 0.18, 0.10, -0.66, -0.10, 0.20, 0.16, 0.11, 0.09, 0.06, 0.03, -0.58, -0.09, 0.16, 0.17, 0.17, 0.15, 0.11, 0.09, -0.59, -0.14, 0.17, 0.12, 0.12, 0.14, 0.10, 0.14, -0.19, -0.12, 0.08, 0.07, 0.05, 0.08, -0.15, -0.10, 0.11, 0.07, 0.05, 0.04, -0.14, -0.11, 0.05, 0.04, 0.10, -0.01, -0.18, -0.13, 0.08, 0.08, 0.06, 0.02]}

=====

{"formula": "C5H10O2", "method": "ωB97M-V/def2-TZVPD", "lumo_energy_ev": 0.8, "homo_energy_ev": -8.417, "multiplicity": 1, "orbital_gap_ev": 9.23, "largest_force_ev_per_a": 0.5, "species": ["O", "C", "C", "C", "C", "O", "C", "H", "H", "H", "H", "H", "H", "H", "H", "H", "H"], "coordinates": [[-0.33936, -2.54861, -0.08913], [-0.99522, -1.34216, 0.25204], [0.06016, -0.27173, 0.46748], [0.88343, -0.00385, -0.76675], [1.58396, 1.21030, -0.60826], [-0.21734, 1.98366, -0.38517], [-0.58372, 1.16406, 0.70369], [-1.01413, -3.21692, -0.25598], [-1.67813, -1.01978, -0.55353], [-1.59611, -1.46096, 1.16886], [0.67419, -0.54944, 1.33360], [1.11044, -0.74278, -1.52613], [0.00333, 0.95855, -1.16191], [2.06850, 1.68011, -1.46284], [1.88202, 1.61036, 0.36094], [-1.67872, 1.09304, 0.74815], [-0.23845, 1.60269, 1.64835]], "forces_ev_per_a": [[-0.2, -0.3, -0.1], [-0.2, 0.4, 0.1], [0.0, 0.0, 0.0], [0.2, -0.1, 0.0], [0.0, -0.1, -0.1], [-0.1, 0.0, 0.0], [-0.1, 0.0, 0.2], [0.2, 0.0, 0.0], [0.1, -0.1, 0.1], [0.1, 0.0, -0.2], [-0.1, 0.0, -0.1], [0.0, 0.1, 0.1], [0.0, 0.2, 0.0], [-0.1, -0.1, 0.1], [-0.1, 0.0, -0.1], [0.1, 0.0, 0.0], [0.0, -0.1, -0.1]], "nbo_charge": [-0.72, -0.05, -0.28, -0.56, -0.06, -0.69, -0.09, 0.47, 0.16, 0.16, 0.21, 0.26, 0.43, 0.21, 0.19, 0.18, 0.17]}

=====

{"formula": "C4H8N2O2S", "method": "ωB97M-V/def2-TZVPD", "lumo_energy_ev": [-0.5, -0.5], "homo_energy_ev": [-8.483, -8.477], "multiplicity": 1, "orbital_gap_ev": [8.03, 8.02], "largest_force_ev_per_a": 4.9, "species": ["C", "C", "C", "C", "N", "N", "O", "O", "S", "H", "H", "H", "H", "H", "H", "H", "H"], "coordinates": [[-1.17834, 0.62617, -1.63988], [0.23999, 0.24358, -1.16293], [-2.01050, -0.44750, 0.15974], [0.88827, 0.02114, 1.21057], [-2.09654, 0.43516, -0.79345], [0.26203, -0.48179, 0.00235], [-1.69818, -2.03211, -1.77370], [-0.80995, -2.82688, 0.41199], [-2.13221, -2.20768, -0.41529], [-1.23195, 1.14985, -2.55646], [0.71028, -0.34241, -1.85665], [0.83798, 1.11390, -1.14181], [-2.51061, -0.29835, 1.06987], [1.94795, 0.16498, 1.22590], [0.61612, 1.18828, 1.53014], [0.58220, -0.45656, 2.09879], [-0.25244, -2.08300, 0.54847]], "forces_ev_per_a": [[1.3, -0.5, 1.7], [-1.0, 1.0, 1.0], [2.2, -0.7, -0.2], [-1.4, 4.7, -0.1], [-0.7, 0.5, -1.4], [-1.5, -1.1, 2.8], [0.0, -0.2, -1.9], [-3.7, -1.6, -0.3], [1.8, -0.7, 1.4], [-0.6, 0.4, -0.9], [0.7, -1.7, -2.6], [0.5, 1.7, 0.2], [-0.2, 0.5, 1.5], [1.0, -0.7, -0.6], [0.1, -2.2, -1.1], [-0.3, -1.2, 0.7], [1.8, 2.0, -0.3]], "nbo_charge": [0.24, -0.32, -0.09, -0.42, -0.41, -0.55, -0.95, -0.88, 1.49, 0.20, 0.24, 0.19, 0.21, 0.20, 0.13, 0.20, 0.51]}

=====

{"formula": "CoH12O6", "method": "ωB97M-V/def2-TZVPD", "lumo_energy_ev": [-7.2, -7.7], "total_charge": 2, "homo_energy_ev": [-19.529, -18.849], "multiplicity": 4, "orbital_gap_ev": [12.29, 11.20], "largest_force_ev_per_a": 2.8, "species": ["Co", "O", "H", "H", "O", "H", "H", "O", "H", "H", "O", "H", "H", "O", "H", "H", "O", "H", "H"], "coordinates": [[-0.09226, -0.10311, -0.03926], [0.95674, 1.23589, 1.25374], [1.92774, 1.23789, 1.20574], [0.61474, 2.09689, 1.12774], [-0.81626, -1.35711, -1.43726], [-0.71326, -2.33611, -1.41426], [-1.63626, -1.22011, -1.93726], [-1.63626, 1.29889, -0.24626], [-1.65126, 1.95289, -0.97626], [-1.88326, 1.78289, 0.60474], [1.44274, -1.37711, 0.33174], [1.93874, -1.83911, -0.33826], [2.01874, -1.45411, 1.10974], [0.86274, 0.89289, -1.55326], [1.60874, 1.54589, -1.28326], [0.98274, 0.50189, -2.41926], [-1.19426, -0.77811, 1.63674], [-1.65726, -1.59011, 1.83274], [-1.07326, -0.49111, 2.54174]], "forces_ev_per_a": [[-0.3, 0.4, 0.7], [0.5, -1.8, 0.1], [-0.3, 0.4, 0.3], [-0.1, 1.8, 0.1], [-0.4, -1.5, -0.6], [0.0, 0.8, 0.0], [0.1, 0.2, 0.1], [-0.2, 1.3, 1.2], [-0.1, -0.3, 0.5], [0.1, -0.8, -1.7], [0.7, -0.3, 0.6], [0.2, -0.4, -0.8], [-0.4, 0.0, 0.2], [1.5, 1.7, 1.1], [-1.7, -1.7, -1.4], [0.5, 0.2, -0.5], [0.0, 0.0, 0.3], [-0.5, -0.9, -0.7], [0.5, 0.9, 0.4]], "nbo_charge": [1.58, -0.97, 0.52, 0.51, -1.00, 0.53, 0.54, -0.99, 0.53, 0.53, -0.98, 0.52, 0.53, -1.00, 0.54, 0.54, -0.98, 0.53, 0.52]}

=====

{"formula": "C2H7Br2N5O2Pt", "method": "ωB97M-V/def2-TZVPD", "lumo_energy_ev": -8.8, "total_charge": 2, "homo_energy_ev": -17.720, "multiplicity": 1, "orbital_gap_ev": 8.96, "largest_force_ev_per_a": 0.7, "species": ["Pt", "N", "N", "C", "N", "N", "N", "O", "O", "H", "H", "H", "H", "H", "Br", "C", "Br", "H", "H"], "coordinates": [[-0.74865, 0.60457, 0.35986], [-1.35410, -1.06744, -0.65273], [-0.25264, -1.70583, -1.25813], [0.99538, -1.22480, -1.04317], [2.01039, -1.85609, -1.57954], [1.01320, -0.09551, -0.30485], [2.22306, 0.64891, -0.13300], [2.07710, 1.67484, 0.46171], [3.24246, 0.18550, -0.57145], [-1.74286, -1.68790, 0.06188], [-2.06970, -0.89152, -1.36123], [-0.42656, -2.55553, -1.77666], [1.87993, -2.68597, -2.13912], [2.94423, -1.49005, -1.44552], [-0.19281, 2.05961, 2.34231], [-2.05050, 2.58608, 2.43469], [-2.92426, 1.52287, 1.05461], [-2.14128, 3.62821, 2.14940], [-2.48239, 2.35007, 3.40094]], "forces_ev_per_a": [[0.2, -0.2, 0.7], [-0.1, 0.0, -0.3], [0.0, -0.1, 0.0], [-0.1, 0.2, -0.2], [0.0, 0.0, 0.1], [0.2, 0.1, 0.1], [0.0, -0.3, 0.1], [0.0, 0.2, 0.1], [-0.1, 0.1, 0.0], [-0.1, 0.0, 0.0], [0.0, 0.0, 0.0], [0.0, 0.0, 0.0], [0.0, 0.0, 0.0], [0.0, 0.0, 0.0], [0.1, 0.2, -0.4], [-0.1, 0.2, 0.1], [-0.2, -0.1, 0.0], [0.0, 0.0, 0.1], [0.0, 0.0, 0.0]], "nbo_charge": [0.69, -0.58, -0.43, 0.64, -0.71, -0.51, 0.66, -0.33, -0.33, 0.43, 0.44, 0.44, 0.44, 0.47, 0.33, -0.50, 0.29, 0.28, 0.28]}

=====

{"formula": "C5H11NS", "method": "ωB97M-V/def2-TZVPD", "lumo_energy_ev": 0.7, "homo_energy_ev": -9.091, "multiplicity": 1, "orbital_gap_ev": 9.81, "largest_force_ev_per_a": 4.6, "species": ["C", "C", "C", "S", "C", "C", "N", "H", "H", "H", "H", "H", "H", "H", "H", "H", "H", "H"], "coordinates": [[-0.19972, 2.63752, -0.29537], [-0.01946, 1.32888, 0.15786], [-0.94546, 0.32701, 0.71829], [-1.78775, -1.07939, -0.21783], [1.41012, 0.72331, 0.24164], [1.82534, -0.58011, -0.53032], [1.45084, -1.75458, 0.28764], [0.71440, 3.39555, -0.52076], [-1.20809, 3.04528, -0.54344], [-0.48755, -0.04403, 1.65355], [-1.95067, 0.78760, 1.07229], [-2.02002, -0.25718, -1.17291], [2.20519, 1.38268, -0.02401], [1.64452, 0.32260, 1.25464], [1.51652, -0.42300, -1.59166], [2.87422, -0.53349, -0.40192], [0.58376, -2.16686, -0.10683], [2.15098, -2.57661, 0.10026]], "forces_ev_per_a": [[1.0, -1.1, 0.1], [2.6, 1.6, -1.7], [-4.1, 0.7, 1.9], [1.6, -0.4, 1.2], [0.0, -0.8, 0.7], [-1.4, 1.1, 0.7], [0.5, -2.8, -2.0], [-2.2, -2.3, 0.5], [0.8, -0.3, 0.6], [-0.2, -0.3, -0.7], [1.9, -0.1, -0.4], [-0.6, 0.8, -1.5], [0.2, 1.2, -0.1], [-0.5, 0.9, -0.1], [0.2, -1.0, 0.5], [1.2, 0.1, -0.6], [0.4, 0.5, 0.5], [-1.4, 2.2, 0.4]], "nbo_charge": [-0.39, -0.02, -0.55, -0.04, -0.45, -0.22, -0.85, 0.22, 0.20, 0.25, 0.23, 0.11, 0.21, 0.22, 0.18, 0.19, 0.37, 0.35]}